DFT (ωB97M-V/def2-TZVPD) results for a cluster of 2 separate species, C2H3F2I in total.

```
8
Properties=species:S:1:pos:R:3:forces:R:3
C -1.469 0.603 0.109 1.407 0.652 2.993
C 1.211 -0.631 -0.115 -1.072 -1.893 -1.282
F 1.401 -1.454 -1.196 -0.162 1.091 0.695
F 1.055 -1.458 0.908 0.259 0.598 0.377
I 2.529 0.929 -0.039 0.575 0.464 0.250
H -1.868 0.530 -0.809 -1.394 -1.161 -3.139
H -1.565 -0.201 0.877 0.117 1.178 -0.759
H -1.294 1.683 0.266 0.270 -0.929 0.865
```
Positions in Å, forces in eV/Å.

spin multiplicity: 1
relative energy (zero: lowest compared OMol25 entry of this formula, charge and spin): 4.320 eV
orbital gap (alpha / beta): 8.39 / 8.79 eV